Entry from OMol25: 9 unconnected molecules or ions with the total composition C30H85N7O9 (wB97M-V/def2-TZVPD).

CARTESIAN COORDINATES (ANGSTROEM)
1 C 19.88 -8.24 0.98
2 O 18.77 -7.94 1.82
3 C 18.18 -9.09 2.41
4 C 19.04 -9.62 3.55
5 C 18.40 -10.77 4.30
6 N 19.22 -8.54 4.61
7 H 20.56 -8.99 1.38
8 H 20.38 -7.34 0.65
9 H 19.47 -8.63 0.04
10 H 17.24 -8.73 2.85
11 H 17.86 -9.88 1.73
12 H 20.05 -9.88 3.25
13 H 18.13 -11.53 3.56
14 H 17.51 -10.43 4.84
15 H 19.01 -11.29 5.03
16 H 19.57 -7.77 4.03
17 H 18.28 -8.19 4.77
18 C 14.00 -7.92 -0.07
19 O 14.60 -9.08 -0.55
20 C 16.01 -8.98 -0.70
21 C 16.54 -10.14 -1.50
22 C 16.36 -11.50 -0.87
23 N 17.95 -9.93 -1.86
24 H 14.31 -7.66 0.95
25 H 12.93 -8.09 -0.06
26 H 14.16 -7.01 -0.67
27 H 16.13 -8.04 -1.26
28 H 16.51 -8.87 0.27
29 H 16.05 -10.10 -2.48
30 H 16.33 -11.43 0.21
31 H 17.22 -12.12 -1.14
32 H 15.52 -12.08 -1.24
33 H 18.58 -10.06 -1.08
34 H 18.12 -9.01 -2.24
35 C 18.70 -17.03 -5.18
36 O 18.52 -16.05 -4.18
37 C 18.77 -14.72 -4.59
38 C 18.02 -13.79 -3.66
39 C 16.51 -13.84 -3.88
40 N 18.54 -12.43 -3.82
41 H 19.46 -16.70 -5.90
42 H 17.76 -17.08 -5.76
43 H 18.92 -17.98 -4.71
44 H 19.85 -14.55 -4.61
45 H 18.41 -14.54 -5.62
46 H 18.26 -14.13 -2.65
47 H 15.95 -13.13 -3.29
48 H 16.15 -14.85 -3.62
49 H 16.33 -13.70 -4.95
50 H 18.21 -11.78 -3.12
51 H 18.25 -12.06 -4.72
52 C 14.69 -14.13 1.83
53 O 14.79 -15.16 0.86
54 C 13.86 -15.06 -0.19
55 C 14.25 -16.06 -1.26
56 C 13.23 -16.10 -2.38
57 N 14.52 -17.43 -0.81
58 H 14.96 -13.17 1.38
59 H 15.41 -14.39 2.61
60 H 13.68 -14.09 2.26
61 H 12.84 -15.28 0.19
62 H 13.87 -14.04 -0.60
63 H 15.21 -15.66 -1.61
64 H 13.51 -16.83 -3.13
65 H 13.08 -15.09 -2.78
66 H 12.27 -16.43 -1.96
67 H 15.35 -17.42 -0.24
68 H 13.76 -17.71 -0.19
69 C 10.67 -6.08 2.22
70 O 11.19 -7.25 1.62
71 C 10.21 -7.90 0.82
72 C 9.46 -8.95 1.61
73 C 10.37 -9.87 2.41
74 N 8.65 -9.73 0.65
75 H 9.81 -6.26 2.87
76 H 10.37 -5.36 1.44
77 H 11.50 -5.66 2.79
78 H 9.61 -7.17 0.28
79 H 10.77 -8.44 0.04
80 H 8.74 -8.50 2.31
81 H 11.18 -10.32 1.83
82 H 9.79 -10.64 2.90
83 H 10.90 -9.34 3.21
84 H 8.07 -10.40 1.15
85 H 9.27 -10.33 0.12
86 C 20.44 -7.60 -5.19
87 O 19.66 -8.17 -6.21
88 C 18.92 -9.28 -5.78
89 C 18.13 -9.85 -6.93
90 C 16.89 -9.03 -7.22
91 N 17.70 -11.25 -6.65
92 H 19.82 -7.20 -4.38
93 H 21.08 -6.86 -5.66
94 H 21.14 -8.34 -4.76
95 H 19.57 -10.06 -5.36
96 H 18.26 -8.97 -4.95
97 H 18.71 -9.84 -7.86
98 H 16.22 -9.41 -7.99
99 H 17.11 -7.99 -7.47
100 H 16.31 -8.80 -6.32
101 H 18.34 -11.91 -7.07
102 H 16.81 -11.33 -7.11
103 C 14.18 -8.91 -4.47
104 O 13.55 -8.93 -5.72
105 C 13.40 -7.62 -6.26
106 C 12.74 -7.73 -7.59
107 C 12.68 -6.41 -8.33
108 N 11.42 -8.37 -7.49
109 H 14.77 -9.82 -4.29
110 H 13.48 -8.75 -3.65
111 H 15.02 -8.20 -4.37
112 H 12.79 -7.05 -5.55
113 H 14.38 -7.13 -6.32
114 H 13.39 -8.37 -8.21
115 H 13.70 -6.06 -8.52
116 H 12.17 -5.61 -7.80
117 H 12.28 -6.59 -9.33
118 H 11.48 -9.21 -6.94
119 H 11.17 -8.57 -8.46
120 C 16.55 -5.21 1.23
121 O 17.27 -5.89 0.22
122 H 17.18 -5.17 2.13
123 H 16.37 -4.17 0.99
124 H 15.59 -5.67 1.45
125 H 17.76 -6.62 0.63
126 C 14.54 -3.64 -1.84
127 O 14.39 -2.73 -2.91
128 H 13.57 -3.83 -1.36
129 H 14.88 -4.64 -2.14
130 H 15.22 -3.21 -1.12
131 H 13.83 -3.14 -3.57

Calculated values
structure (SMILES)	COC[C@H](C)N.COC[C@H](C)N.COC[C@H](C)N.COC[C@H](C)N.COC[C@H](C)N.COC[C@H](C)N.COC[C@H](C)N.CO.CO
LUMO	0.37	eV
ΔE to the lowest compared entry with this formula, charge and spin	17.50	kcal/mol
calculated total energy	-61341.5261	eV
HOMO level	-8.47	eV

These are the Mulliken partial charges, in e, on atoms 1 to 99: number 1, C, carries -0.3699; number 2, O, carries -0.3524; number 3, C, carries -0.2105; number 4, C, carries 0.5069; number 5, C, carries -1.4838; number 6, N, carries -0.8281; number 7, H, carries 0.3341; number 8, H, carries 0.2733; number 9, H, carries -0.1348; number 10, H, carries 0.1974; number 11, H, carries -0.1066; number 12, H, carries 0.3589; number 13, H, carries 0.3133; number 14, H, carries 0.3201; number 15, H, carries 0.3805; number 16, H, carries 0.3328; number 17, H, carries 0.3154; number 18, C, carries 0.2213; number 19, O, carries -0.4598; number 20, C, carries 0.2913; number 21, C, carries 2.0125; number 22, C, carries -1.2208; number 23, N, carries -0.6117; number 24, H, carries 0.2204; number 25, H, carries -0.4265; number 26, H, carries 0.1168; number 27, H, carries 0.5501; number 28, H, carries -0.6105; number 29, H, carries -0.9964; number 30, H, carries 0.1855; number 31, H, carries 0.2551; number 32, H, carries 0.1879; number 33, H, carries 0.1692; number 34, H, carries 0.2341; number 35, C, carries -0.7526; number 36, O, carries -0.3223; number 37, C, carries -1.0463; number 38, C, carries 0.8397; number 39, C, carries -1.1924; number 40, N, carries -0.5807; number 41, H, carries 0.3203; number 42, H, carries 0.2835; number 43, H, carries 0.2480; number 44, H, carries 0.3976; number 45, H, carries 0.3342; number 46, H, carries 0.3252; number 47, H, carries 0.1746; number 48, H, carries 0.3016; number 49, H, carries 0.3349; number 50, H, carries 0.3225; number 51, H, carries 0.0872; number 52, C, carries -0.4346; number 53, O, carries -0.3103; number 54, C, carries -0.6208; number 55, C, carries 0.6484; number 56, C, carries -1.4957; number 57, N, carries -0.6994; number 58, H, carries 0.0122; number 59, H, carries 0.2658; number 60, H, carries 0.3119; number 61, H, carries 0.3668; number 62, H, carries 0.2411; number 63, H, carries 0.0291; number 64, H, carries 0.3313; number 65, H, carries 0.3480; number 66, H, carries 0.4551; number 67, H, carries 0.3173; number 68, H, carries 0.2762; number 69, C, carries -0.8067; number 70, O, carries -0.1839; number 71, C, carries -0.7611; number 72, C, carries 0.4896; number 73, C, carries -1.3446; number 74, N, carries -0.7049; number 75, H, carries 0.2750; number 76, H, carries 0.3469; number 77, H, carries 0.2330; number 78, H, carries 0.4539; number 79, H, carries 0.1715; number 80, H, carries 0.2551; number 81, H, carries 0.2506; number 82, H, carries 0.4080; number 83, H, carries 0.3005; number 84, H, carries 0.2859; number 85, H, carries 0.2669; number 86, C, carries -0.7005; number 87, O, carries -0.4271; number 88, C, carries -0.2984; number 89, C, carries 0.7369; number 90, C, carries -1.8652; number 91, N, carries -0.5012; number 92, H, carries 0.2537; number 93, H, carries 0.2788; number 94, H, carries 0.3111; number 95, H, carries 0.4911; number 96, H, carries -0.0693; number 97, H, carries 0.2347; number 98, H, carries 0.4799; number 99, H, carries 0.5083

=====

Entry from OMol25: 8 unconnected molecules or ions with the total composition C17H48ClO17S7 (wB97M-V/def2-TZVPD).

CARTESIAN COORDINATES (ANGSTROEM)
1 Cl 19.43 8.18 27.45
2 O 20.47 7.17 27.37
3 O 20.10 9.39 28.07
4 O 18.74 8.34 26.17
5 O 18.44 7.64 28.37
6 O 20.38 -0.46 25.62
7 S 19.09 0.22 25.58
8 O 17.76 -0.38 25.99
9 O 19.31 1.64 26.42
10 C 20.47 2.42 26.29
11 C 20.65 3.41 27.44
12 C 18.89 0.79 23.82
13 H 20.43 3.06 25.41
14 H 21.40 1.85 26.20
15 H 19.71 3.95 27.54
16 H 21.19 4.35 27.32
17 H 20.79 2.91 28.40
18 H 18.09 1.53 23.70
19 H 18.59 -0.08 23.24
20 H 19.75 1.20 23.30
21 O 13.03 7.06 27.82
22 S 13.48 8.12 28.79
23 O 13.96 9.49 28.34
24 O 12.34 8.36 29.94
25 C 11.05 7.80 29.83
26 C 11.03 6.29 30.14
27 C 14.71 7.47 29.83
28 H 10.56 8.12 28.91
29 H 10.36 8.16 30.58
30 H 11.73 5.95 29.38
31 H 10.05 5.84 29.99
32 H 11.47 6.05 31.11
33 H 14.53 6.41 30.01
34 H 14.86 8.00 30.77
35 H 15.70 7.56 29.39
36 O 16.06 2.58 25.20
37 S 16.48 3.84 24.62
38 O 17.24 3.83 23.35
39 O 15.19 4.87 24.36
40 C 14.30 4.45 23.40
41 C 13.30 5.54 23.42
42 C 17.38 4.87 25.89
43 H 14.05 3.44 23.72
44 H 14.79 4.38 22.42
45 H 12.44 5.55 22.75
46 H 13.76 6.53 23.41
47 H 12.74 5.46 24.35
48 H 17.94 4.25 26.58
49 H 16.64 5.29 26.57
50 H 18.00 5.58 25.34
51 C 21.32 5.13 30.55
52 S 19.92 4.41 31.65
53 O 20.12 5.07 32.99
54 C 18.66 5.23 30.64
55 H 21.09 6.16 30.26
56 H 21.40 4.59 29.60
57 H 22.26 5.36 31.05
58 H 18.94 5.31 29.59
59 H 18.45 6.23 31.03
60 H 17.82 4.55 30.46
61 C 17.85 9.67 32.13
62 S 16.64 10.93 31.57
63 O 17.05 12.20 32.31
64 C 17.42 11.15 29.86
65 H 17.80 9.40 33.19
66 H 18.86 9.89 31.79
67 H 17.59 8.77 31.58
68 H 17.43 10.19 29.35
69 H 18.36 11.68 29.97
70 H 16.68 11.81 29.40
71 C 20.21 12.17 26.52
72 S 19.35 13.38 25.44
73 O 19.24 14.71 26.12
74 C 20.61 13.49 24.06
75 H 19.91 12.19 27.57
76 H 21.17 12.68 26.61
77 H 20.28 11.16 26.12
78 H 20.15 14.13 23.30
79 H 20.72 12.46 23.72
80 H 21.59 13.89 24.34
81 C 14.68 8.18 25.63
82 S 15.34 8.61 23.97
83 O 14.20 8.88 22.96
84 C 16.09 10.21 24.22
85 H 15.50 8.14 26.36
86 H 14.07 7.29 25.48
87 H 13.96 8.99 25.74
88 H 15.29 10.89 24.51
89 H 16.68 10.62 23.40
90 H 16.66 10.19 25.15

Calculated values
LUMO	1.89	eV
total charge	-1
ΔE to the lowest compared entry with this formula, charge and spin	110.18	kcal/mol
calculated total energy	-141570.8722	eV
HOMO level	-6.52	eV

Per-atom Mulliken charges, elementary charge units: number 1, Cl, carries 1.5570; number 2, O, carries -0.6692; number 3, O, carries -0.6512; number 4, O, carries -0.5746; number 5, O, carries -0.5243; number 6, O, carries -0.6096; number 7, S, carries 1.1198; number 8, O, carries -0.5732; number 9, O, carries -0.2330; number 10, C, carries -0.3464; number 11, C, carries -1.0294; number 12, C, carries -0.7531; number 13, H, carries 0.3310; number 14, H, carries 0.4518; number 15, H, carries 0.1308; number 16, H, carries 0.4848; number 17, H, carries 0.3489; number 18, H, carries 0.1085; number 19, H, carries 0.3925; number 20, H, carries 0.3302; number 21, O, carries -0.5770; number 22, S, carries 1.0402; number 23, O, carries -0.5788; number 24, O, carries -0.2965; number 25, C, carries -0.3555; number 26, C, carries -0.8781; number 27, C, carries -0.6315; number 28, H, carries 0.3552; number 29, H, carries 0.2993; number 30, H, carries 0.2125; number 31, H, carries 0.3644; number 32, H, carries 0.2658; number 33, H, carries 0.3798; number 34, H, carries 0.3818; number 35, H, carries 0.0021; number 36, O, carries -0.6113; number 37, S, carries 1.0097; number 38, O, carries -0.6836; number 39, O, carries -0.0181; number 40, C, carries -0.3466; number 41, C, carries -1.0728; number 42, C, carries -0.6642; number 43, H, carries 0.4458; number 44, H, carries 0.2959; number 45, H, carries 0.4518; number 46, H, carries 0.0789; number 47, H, carries 0.2666; number 48, H, carries 0.0010; number 49, H, carries 0.2376; number 50, H, carries 0.4193; number 51, C, carries -0.6904; number 52, S, carries 0.4024; number 53, O, carries -0.6448; number 54, C, carries -0.4825; number 55, H, carries 0.2218; number 56, H, carries 0.0987; number 57, H, carries 0.4345; number 58, H, carries 0.0625; number 59, H, carries 0.0875; number 60, H, carries 0.4948; number 61, C, carries -0.4916; number 62, S, carries 0.4739; number 63, O, carries -0.6769; number 64, C, carries -0.8784; number 65, H, carries 0.3728; number 66, H, carries 0.3120; number 67, H, carries -0.1179; number 68, H, carries 0.1749; number 69, H, carries 0.3619; number 70, H, carries 0.4160; number 71, C, carries -0.7816; number 72, S, carries 0.5737; number 73, O, carries -0.6673; number 74, C, carries -0.9368; number 75, H, carries 0.1764; number 76, H, carries 0.4005; number 77, H, carries 0.2763; number 78, H, carries 0.3007; number 79, H, carries 0.3177; number 80, H, carries 0.3319; number 81, C, carries -0.9103; number 82, S, carries 0.5960; number 83, O, carries -0.7167; number 84, C, carries -0.8812; number 85, H, carries 0.1408; number 86, H, carries 0.3631; number 87, H, carries 0.4939; number 88, H, carries 0.3626; number 89, H, carries 0.3481; number 90, H, carries 0.1963

=====

Q: Which of these has the highest LUMO?
A: C17H48ClO17S7